Density functional theory data (ωB97M-V/def2-TZVPD) for a 10-piece molecular cluster, C40H110N10O10 overall at a distorted geometry.

Each atom is followed by the atoms it is bonded to, with distances in Å.
Geometry (Å):
1 C -6.228 -2.886 -1.635  O10 1.397, H71 1.090, H82 1.090, C94 1.629
2 O -1.599 6.365 2.608  C11 1.382, C135 1.441
3 H 0.062 -4.533 4.717  C86 1.090
4 H -2.921 4.368 -4.629  C62 1.090
5 H -3.165 0.880 -4.471  C84 1.090
6 H 0.517 6.524 2.493  C11 1.090
7 C -2.947 5.137 -1.920  C46 1.554, H85 1.090, O90 1.419, H150 1.090
8 H 2.103 0.065 1.719  C32 1.090
9 H -4.430 0.523 -5.590  C84 1.090
10 O -6.410 -3.208 -0.287  C1 1.397, C138 1.462
11 C -0.421 7.078 2.499  O2 1.382, H6 1.090, H121 1.090, H142 1.090
12 C 5.458 3.602 5.571  H38 1.090, N55 1.548, C78 1.491, C105 1.573
13 H -1.070 4.940 -0.133  C112 1.090
14 C 0.557 -4.661 -2.197  H50 1.090, H129 1.090, H147 1.090, C155 1.522
15 N 0.418 -4.843 0.208  H29 1.010, H108 1.010, C155 1.416
16 H 1.957 -0.466 -5.030  N119 1.010
17 H -5.568 -4.949 -2.306  C94 1.090
18 H 1.027 -2.220 6.324  C49 1.090
19 H 1.465 3.902 4.126  C137 1.090
20 H 4.062 -2.768 4.425  C73 1.090
21 H -3.743 -6.354 -2.443  C66 1.090
22 C -2.962 -1.116 -5.578  C65 1.531, N67 1.514, C84 1.544, H131 1.090
23 H -7.074 -3.302 -4.439  C158 1.090
24 H 6.121 0.218 4.412  C164 1.090
25 H -2.161 -6.367 -3.245  C66 1.090
26 H 3.853 2.343 -2.164  C35 1.090
27 H 0.803 1.708 -0.727  N53 1.010
28 H -5.421 -3.446 1.552  C138 1.090
29 H 1.200 -4.222 0.359  N15 1.010
30 H 7.460 -2.205 -0.821  N58 1.010
31 H 4.024 3.389 7.108  C78 1.090
32 C 1.062 0.230 1.444  H8 1.090, C39 1.587, H110 1.090, H117 1.090
33 H -3.990 5.686 3.337  N170 1.010
34 H -0.711 5.049 4.065  C135 1.090
35 C 3.243 2.235 -3.061  H26 1.090, H107 1.090, O113 1.349, H115 1.090
36 H 5.643 3.532 7.698  C78 1.090
37 H -0.181 -1.500 4.005  C51 1.090
38 H 5.734 2.547 5.545  C12 1.090
39 C 1.127 -0.085 -0.110  C32 1.587, N53 1.449, C59 1.519, H89 1.090
40 H 4.311 -0.064 -2.527  C168 1.090
41 H 1.375 -3.991 6.521  C49 1.090
42 H -2.809 -0.124 0.207  C166 1.090
43 H 4.570 0.376 -4.158  C168 1.090
44 H -1.131 3.344 -0.701  C112 1.090
45 H -2.657 2.280 3.205  C132 1.090
46 C -1.494 4.654 -2.179  C7 1.554, H101 1.090, C112 1.467, N140 1.432
47 H 3.720 -3.381 -4.007  C79 1.090
48 C 5.966 -1.274 0.171  N58 1.466, C69 1.526, H99 1.090, C109 1.573
49 C 1.127 -3.186 5.830  H18 1.090, H41 1.090, O81 1.408, C86 1.544
50 H -0.130 -4.485 -3.025  C14 1.090
51 C -0.527 -2.516 3.812  H37 1.090, C86 1.625, H103 1.090, H160 1.090
52 H 3.966 4.852 4.463  C105 1.090
53 N 1.636 1.138 -0.696  H27 1.010, C39 1.449, H56 1.010
54 H -2.188 0.526 -6.424  N67 1.010
55 N 6.688 4.498 5.286  C12 1.548, H93 1.010, H95 1.010
56 H 1.830 0.891 -1.656  N53 1.010
57 H -1.000 2.951 3.043  C132 1.090
58 N 6.772 -1.496 -1.034  H30 1.010, C48 1.466, H161 1.010
59 C -0.311 -0.358 -0.515  C39 1.519, H72 1.090, H77 1.090, O148 1.469
60 H 3.441 -1.808 5.802  C73 1.090
61 H -1.302 -1.097 -4.184  C65 1.090
62 C -3.839 4.692 -4.139  H4 1.090, O90 1.421, H118 1.090, H136 1.090
63 H -4.476 -2.502 0.458  C138 1.090
64 H 2.577 -1.819 -3.077  C149 1.090
65 C -2.058 -1.795 -4.545  C22 1.531, H61 1.090, H97 1.090, H114 1.090
66 C -2.943 -5.727 -2.836  H21 1.090, H25 1.090, O98 1.410, H120 1.090
67 N -2.073 -0.459 -6.613  C22 1.514, H54 1.010, H88 1.010
68 N -1.237 -3.569 6.078  C86 1.499, H102 1.010, H141 1.010
69 C 6.781 -1.056 1.442  C48 1.526, H70 1.090, O123 1.435, H151 1.090
70 H 7.320 -1.979 1.658  C69 1.090
71 H -6.952 -2.111 -1.890  C1 1.090
72 H -0.437 -0.779 -1.513  C59 1.090
73 C 3.401 -2.771 5.292  H20 1.090, H60 1.090, O81 1.349, H111 1.090
74 C -1.594 -5.154 -0.998  O98 1.359, H104 1.090, H143 1.090, C155 1.519
75 H 1.488 2.406 3.449  C137 1.090
76 H -2.725 4.031 4.767  C165 1.090
77 H -0.776 -1.156 0.063  C59 1.090
78 C 4.962 3.919 6.940  C12 1.491, H31 1.090, H36 1.090, H125 1.090
79 C 4.223 -2.415 -4.047  H47 1.090, H127 1.090, H145 1.090, C149 1.462
80 N -7.600 -4.980 -2.299  C94 1.450, H128 1.010, H154 1.010
81 O 2.138 -2.985 4.870  C49 1.408, C73 1.349
82 H -5.282 -2.364 -1.779  C1 1.090
83 H -5.378 -3.590 -4.252  C158 1.090
84 C -3.721 0.051 -4.910  H5 1.090, H9 1.090, C22 1.544, O169 1.382
85 H -3.562 4.350 -1.484  C7 1.090
86 C -0.157 -3.515 5.039  H3 1.090, C49 1.544, C51 1.625, N68 1.499
87 H 7.701 0.020 3.642  C164 1.090
88 H -2.523 -0.608 -7.505  N67 1.010
89 H 1.854 -0.848 -0.388  C39 1.090
90 O -3.570 5.623 -3.099  C7 1.419, C62 1.421
91 H -4.027 4.458 2.256  N170 1.010
92 H -3.134 1.367 -0.721  C166 1.090
93 H 7.110 4.435 4.371  N55 1.010
94 C -6.371 -4.244 -2.523  C1 1.629, H17 1.090, N80 1.450, C158 1.462
95 H 6.355 5.420 5.529  N55 1.010
96 H -2.204 3.291 1.835  C132 1.090
97 H -1.324 -2.542 -4.847  C65 1.090
98 O -2.364 -4.724 -2.032  C66 1.410, C74 1.359
99 H 5.413 -0.357 -0.032  C48 1.090
100 H -6.496 -4.921 -4.468  C158 1.090
101 H -1.602 3.776 -2.817  C46 1.090
102 H -2.071 -3.105 5.748  N68 1.010
103 H -1.610 -2.593 3.715  C51 1.090
104 H -1.461 -6.235 -0.950  C74 1.090
105 C 4.320 3.822 4.508  C12 1.573, H52 1.090, O133 1.466, H167 1.090
106 H 4.348 -2.613 -0.770  C109 1.090
107 H 3.651 2.761 -3.924  C35 1.090
108 H 0.907 -5.692 -0.038  N15 1.010
109 C 4.826 -2.358 0.176  C48 1.573, H106 1.090, H157 1.090, H163 1.090
110 H 0.677 1.220 1.691  C32 1.090
111 H 3.851 -3.604 5.833  C73 1.090
112 C -0.735 4.324 -0.968  H13 1.090, H44 1.090, C46 1.467, H153 1.090
113 O 2.732 0.995 -3.206  C35 1.349, C168 1.443
114 H -2.680 -2.166 -3.731  C65 1.090
115 H 2.426 2.901 -2.783  C35 1.090
116 H -0.439 -3.357 -0.692  C155 1.090
117 H 0.375 -0.338 2.071  C32 1.090
118 H -4.485 5.132 -4.899  C62 1.090
119 N 2.381 -1.382 -5.063  H16 1.010, H139 1.010, C149 1.499
120 H -3.449 -5.237 -3.668  C66 1.090
121 H -0.603 7.562 1.539  C11 1.090
122 H -6.285 0.585 -4.028  C162 1.090
123 O 5.927 -0.678 2.531  C69 1.435, C164 1.501
124 H -0.845 6.556 -2.213  N140 1.010
125 H 4.853 5.003 6.953  C78 1.090
126 H -1.329 5.907 -3.625  N140 1.010
127 H 4.722 -2.493 -5.013  C79 1.090
128 H -8.385 -4.351 -2.397  N80 1.010
129 H 0.732 -5.717 -2.403  C14 1.090
130 H 6.894 -1.450 4.145  C164 1.090
131 H -3.666 -1.821 -6.018  C22 1.090
132 C -2.064 3.144 2.906  H45 1.090, H57 1.090, H96 1.090, C165 1.564
133 O 3.191 2.889 4.573  C105 1.466, C137 1.420
134 H -4.610 -4.246 0.333  C138 1.090
135 C -1.652 5.514 3.770  O2 1.441, H34 1.090, H156 1.090, C165 1.518
136 H -4.265 3.761 -3.764  C62 1.090
137 C 2.175 3.230 3.642  H19 1.090, H75 1.090, O133 1.420, H144 1.090
138 C -5.181 -3.332 0.495  O10 1.462, H28 1.090, H63 1.090, H134 1.090
139 H 1.631 -2.059 -5.048  N119 1.010
140 N -0.782 5.732 -2.794  C46 1.432, H124 1.010, H126 1.010
141 H -1.465 -4.504 6.386  N68 1.010
142 H -0.428 7.888 3.229  C11 1.090
143 H -2.037 -5.129 -0.002  C74 1.090
144 H 2.499 3.657 2.693  C137 1.090
145 H 5.166 -2.343 -3.505  C79 1.090
146 H -5.816 0.263 -2.370  C162 1.090
147 H 1.496 -4.134 -2.361  C14 1.090
148 O -1.132 0.859 -0.476  C59 1.469, C166 1.422
149 C 3.227 -1.368 -3.826  H64 1.090, C79 1.462, N119 1.499, C168 1.561
150 H -3.007 5.864 -1.109  C7 1.090
151 H 7.499 -0.271 1.203  C69 1.090
152 H -2.629 -0.120 -1.534  C166 1.090
153 H 0.329 4.282 -1.200  C112 1.090
154 H -7.683 -5.143 -1.306  N80 1.010
155 C -0.274 -4.404 -0.947  C14 1.522, N15 1.416, C74 1.519, H116 1.090
156 H -1.926 6.200 4.570  C135 1.090
157 H 4.092 -2.124 0.948  C109 1.090
158 C -6.357 -3.968 -3.958  H23 1.090, H83 1.090, C94 1.462, H100 1.090
159 H -5.029 1.495 -3.315  C162 1.090
160 H -0.006 -2.812 2.902  C51 1.090
161 H 6.160 -1.712 -1.808  N58 1.010
162 C -5.426 0.481 -3.364  H122 1.090, H146 1.090, H159 1.090, O169 1.419
163 H 5.282 -3.246 0.614  C109 1.090
164 C 6.722 -0.437 3.782  H24 1.090, H87 1.090, O123 1.501, H130 1.090
165 C -2.625 4.350 3.729  H76 1.090, C132 1.564, C135 1.518, N170 1.503
166 C -2.495 0.488 -0.639  H42 1.090, H92 1.090, O148 1.422, H152 1.090
167 H 4.930 3.622 3.626  C105 1.090
168 C 3.786 0.047 -3.476  H40 1.090, H43 1.090, O113 1.443, C149 1.561
169 O -4.512 -0.463 -3.901  C84 1.382, C162 1.419
170 N -4.008 4.681 3.241  H33 1.010, H91 1.010, C165 1.503

Gap between HOMO and LUMO (spin up / spin down) (eV): 7.7251 / 1.6381
Highest occupied orbital energy (spin up / spin down) (eV): -10.3 / -10.3
Charge: +1
LUMO level (spin up / spin down) (Ha): -0.0936 / -0.3173
Relative energy (zero: lowest compared OMol25 entry of this formula, charge and spin) (eV): 4.722
Spin multiplicity: 2